Here is a molecular structure, C11H36N12O13Zn from the Open Molecules 2025 dataset. Energies are from wB97M-V/def2-TZVPD.

Computed properties:
Kohn-Sham gap ... 0.2878 Ha
Energy ... -104914.1969 eV

Structure (ORCA input):
```
! wB97M-V def2-TZVPD RIJCOSX def2/J DEFGRID3
* xyz 0 1
Zn 0.559 -1.497 -1.968
C -0.113 0.243 -0.289
O -0.469 0.265 -1.533
O -0.273 1.129 0.585
O 0.514 -0.872 -0.041
C -1.510 4.066 1.847
O -1.885 5.185 2.192
N -0.381 3.471 2.297
N -2.247 3.299 1.013
H -0.033 2.567 2.025
H 0.164 3.987 2.963
H -3.164 3.597 0.744
H -1.928 2.378 0.754
C -2.537 1.430 -4.287
O -3.471 1.801 -5.010
N -2.624 1.323 -2.950
N -1.331 1.075 -4.808
H -3.480 1.344 -2.434
H -1.753 1.069 -2.498
H -0.512 1.169 -4.229
H -1.219 1.113 -5.803
C 3.130 0.027 -3.191
O 2.154 -0.511 -2.629
N 3.885 -0.645 -4.088
N 3.579 1.249 -2.871
H 4.519 -0.049 -4.590
H 3.625 -1.555 -4.414
H 3.020 1.815 -2.255
H 4.379 1.680 -3.292
C 3.763 -0.003 1.527
O 4.963 0.156 1.723
N 2.776 0.880 1.867
N 3.313 -1.058 0.777
H 3.043 1.729 2.334
H 1.843 0.834 1.497
H 2.315 -1.158 0.565
H 3.841 -1.906 0.899
C -2.154 -2.696 -1.289
O -0.953 -2.813 -1.601
N -2.947 -3.805 -1.175
N -2.841 -1.525 -1.323
H -3.916 -3.817 -0.924
H -2.588 -4.604 -1.676
H -2.100 -0.821 -1.316
H -3.829 -1.536 -1.452
C 0.278 3.810 -2.177
O 0.584 4.298 -3.275
N -1.002 3.747 -1.761
N 1.195 3.457 -1.220
H -1.783 3.895 -2.369
H -1.030 3.224 -0.897
H 0.948 2.936 -0.394
H 2.148 3.513 -1.525
C -0.206 -4.313 1.275
C 0.095 -5.520 2.128
O 1.248 -6.182 1.612
O 0.615 -3.206 1.648
H -1.227 -3.928 1.355
H -0.059 -4.560 0.218
H -0.739 -6.229 2.147
H 0.309 -5.191 3.149
H 1.463 -6.887 2.229
H 0.250 -2.388 1.297
C -0.308 -0.006 4.026
C -0.784 0.268 5.438
O -1.999 -0.371 5.689
O -1.294 0.296 3.042
H 0.007 -1.050 3.897
H 0.620 0.519 3.780
H -0.886 1.356 5.527
H 0.030 -0.105 6.060
H -2.721 0.070 5.237
H -0.879 0.536 2.193
*
```

---

Here is a molecular structure, C4H7OS2 from the Open Molecules 2025 dataset. Energies are from wB97M-V/def2-TZVPD.

Computed properties:
Kohn-Sham gap ... 0.2515 Ha
Energy ... -27979.7092 eV

Structure (ORCA input):
```
! wB97M-V def2-TZVPD RIJCOSX def2/J DEFGRID3
* xyz -1 1
C -2.019 -0.619 0.028
C 0.483 -0.839 -0.779
C -0.266 1.414 1.336
C -0.642 0.033 -1.169
O -1.612 -1.471 0.789
S -3.609 -0.094 -0.257
S -0.273 1.749 -0.471
H 1.408 -0.500 -1.104
H 0.482 -1.839 -1.295
H 0.607 -1.115 0.299
H -0.117 0.390 1.342
H -1.243 1.714 1.752
H 0.561 2.061 1.674
H -0.924 0.190 -2.176
*
```

---

Here is 2 unconnected molecules or ions with the total composition C3H10NOS from the Open Molecules 2025 dataset. Energies are from wB97M-V/def2-TZVPD.

Computed properties:
Kohn-Sham gap ... 0.2284 Ha
Energy ... -17645.7118 eV

Structure (ORCA input):
```
! wB97M-V def2-TZVPD RIJCOSX def2/J DEFGRID3
* xyz -1 1
C 2.954 -0.265 1.001
N 1.735 0.395 0.447
C 0.508 -0.394 0.587
C -0.552 0.268 -0.374
S -2.141 -0.432 0.340
H 3.187 -1.172 0.420
H 3.876 0.369 1.017
H 2.706 -0.521 2.021
H 1.732 0.501 -0.597
H 0.252 -0.480 1.706
H 0.351 -1.436 0.297
H -0.711 1.301 -0.432
H -0.544 -0.043 -1.446
H -5.073 0.871 -1.397
H -3.738 0.440 -1.527
O -4.543 0.597 -2.063
*
```

---

Here is a gas-phase ion, C4H9IN4O (charge +2) from the Open Molecules 2025 dataset. Energies are from wB97M-V/def2-TZVPD.

Computed properties:
Kohn-Sham gap ... 0.3170 Ha
Energy ... -20381.2487 eV

Structure (ORCA input):
```
! wB97M-V def2-TZVPD RIJCOSX def2/J DEFGRID3
* xyz 2 1
C -1.203 -0.338 -1.160
C -0.487 0.641 -1.503
C -0.165 -0.184 1.400
C 0.630 1.198 -0.611
N 0.500 0.789 0.762
N -0.816 -1.070 0.697
N 1.918 0.732 -1.126
N -1.537 -2.072 1.173
O -0.058 -0.176 2.712
I -0.821 1.538 -3.435
H -1.890 -1.055 -1.577
H 0.459 2.323 -0.556
H 1.238 1.235 1.279
H 2.115 0.340 -2.119
H 2.297 -0.049 -0.476
H 2.414 1.650 -1.166
H -1.364 -3.009 0.873
H -2.562 -1.795 1.549
H -0.669 -0.696 3.286
*
```